--- w ---
19
Properties=species:S:1:pos:R:3 method="wB97M-V/def2-TZVPD" total_charge=+1 homo_ev=-13.72 gap_ev=10.41
C -0.127 -0.760 -1.163
C 0.291 -0.248 0.197
C 0.077 -1.196 1.355
C 1.341 -1.912 1.812
O 2.432 -1.627 1.417
N -0.614 1.013 0.446
H -0.929 -1.482 -1.055
H 0.722 -1.272 -1.644
H -0.366 -0.010 -1.925
H 1.280 0.197 0.152
H -0.664 -1.963 1.111
H -0.276 -0.686 2.247
H 1.163 -2.707 2.547
H -0.657 1.289 1.432
H -1.535 0.784 0.050
H -0.284 1.802 -0.127
H 0.070 2.921 -2.706
H -1.335 3.237 -2.076
O -0.591 2.620 -2.068

***

--- x ---
19
Properties=species:S:1:pos:R:3 method="wB97M-V/def2-TZVPD" total_charge=+1 homo_ev=-13.95 gap_ev=8.88
C -1.909 -2.285 1.431
C -0.906 -1.231 1.237
C -0.188 -1.180 0.111
N 0.862 -0.238 -0.132
C 1.714 -0.430 -1.085
H -1.742 -2.967 2.270
H -1.961 -2.879 0.514
H -2.886 -1.853 1.597
H -0.752 -0.503 2.036
H -0.409 -1.767 -0.766
H 0.733 0.753 0.123
H 1.969 0.351 -1.797
H 2.034 -1.470 -1.183
H -1.516 1.486 -2.393
H -0.864 2.791 -2.671
O -0.648 1.895 -2.387
H 1.398 3.130 0.819
H 0.863 2.321 1.991
O 1.259 2.229 1.112

***

--- y ---
19
Properties=species:S:1:pos:R:3 method="wB97M-V/def2-TZVPD" total_charge=+1 homo_ev=-14.89 gap_ev=11.83
O -2.567 0.323 -0.425
C -2.179 -0.569 0.269
C -0.699 -0.799 0.520
N 0.059 0.248 -0.234
C 0.857 -0.248 -1.423
C 2.134 -0.907 -0.954
H -2.857 -1.266 0.783
H -0.461 -0.755 1.576
H -0.434 -1.774 0.117
H 0.623 0.831 0.413
H -0.655 0.911 -0.547
H 1.031 0.634 -2.032
H 0.184 -0.924 -1.944
H 1.932 -1.635 -0.170
H 2.862 -0.187 -0.589
H 2.609 -1.412 -1.791
H 1.968 2.362 1.616
H 1.869 1.177 2.593
O 1.404 1.611 1.867

***

y wins, 3.8 kcal/mol ahead of the next structure.

***

--- w ---
19
Properties=species:S:1:pos:R:3 method="wB97M-V/def2-TZVPD" smiles=C[NH+](C)C(C)(O)O total_charge=+1 homo_ev=-15.37 gap_ev=12.23
C 1.690 -1.163 -0.453
C -1.393 1.367 -0.198
C -1.380 -1.039 0.520
C 0.909 0.217 0.130
N -0.609 0.024 -0.359
O 1.314 1.430 -0.451
O 0.927 0.199 1.383
H 1.086 -1.932 0.035
H 1.724 -1.290 -1.574
H 2.620 -1.023 -0.044
H -1.072 1.553 0.879
H -0.946 2.090 -0.874
H -2.470 1.120 -0.426
H -0.531 -1.493 1.181
H -2.087 -0.494 1.199
H -1.883 -1.798 -0.124
H -0.683 -0.166 -1.398
H 1.794 1.293 -1.274
H 0.991 1.103 1.845

***

--- x ---
19
Properties=species:S:1:pos:R:3 method="wB97M-V/def2-TZVPD" total_charge=+1 homo_ev=-13.85 gap_ev=8.65
C -0.682 -3.321 0.814
C -0.368 -1.879 0.535
C -1.022 -1.054 -0.317
N -0.293 0.084 -0.781
C -0.723 1.032 -1.569
H -1.711 -3.545 1.099
H -0.083 -3.665 1.706
H -0.276 -3.883 -0.069
H 0.462 -1.423 1.024
H -2.144 -0.930 -0.518
H 0.851 -0.055 -0.719
H 0.015 1.755 -1.868
H -1.697 1.362 -1.460
H 0.926 4.252 -0.026
H 0.024 3.586 -1.102
O 0.286 3.498 -0.185
H 1.564 1.862 0.942
H 2.819 1.284 1.489
O 2.051 1.039 1.005

***

--- y ---
19
Properties=species:S:1:pos:R:3 method="wB97M-V/def2-TZVPD" total_charge=+1 homo_ev=-13.41 gap_ev=7.85
C -0.865 -0.752 0.827
C -0.120 0.497 0.346
C 0.749 1.329 0.912
C -1.289 0.553 -1.771
N -0.227 0.780 -1.010
H -0.923 -0.732 1.873
H -0.564 -1.740 0.431
H -1.905 -0.680 0.667
H 1.455 1.795 0.266
H 0.806 1.601 1.968
H -1.193 0.544 -2.803
H -2.009 0.018 -1.274
H 0.167 1.730 -1.255
H 6.680 -1.029 2.803
H 6.250 -2.309 3.192
O 6.138 -1.724 2.411
H -4.413 -0.018 -3.379
H -4.739 0.002 -1.808
O -3.998 0.136 -2.397

***

--- z ---
19
Properties=species:S:1:pos:R:3 method="wB97M-V/def2-TZVPD" total_charge=+1 homo_ev=-14.87 gap_ev=11.69
O -2.090 -1.779 -0.975
C -2.459 -0.806 -0.387
C -1.518 0.382 -0.154
N -0.148 -0.047 -0.462
C 0.629 -0.530 0.717
C 0.798 0.523 1.817
H -3.470 -0.620 0.009
H -1.901 1.226 -0.716
H -1.686 0.654 0.884
H 0.344 0.652 -1.010
H -0.233 -0.883 -1.050
H 1.601 -0.838 0.370
H 0.124 -1.378 1.144
H -0.045 0.505 2.500
H 0.976 1.511 1.393
H 1.668 0.280 2.420
H 2.426 -0.060 -2.831
H 2.804 0.955 -1.715
O 2.182 0.253 -1.953

***

z wins, 28.9 kcal/mol ahead of the next structure.

***

--- w ---
15
Properties=species:S:1:pos:R:3 method="wB97M-V/def2-TZVPD" smiles="NC(=S)Nn1ccnc1" total_charge=0 homo_ev=-8.69 gap_ev=9.34
C -0.216 1.192 2.209
C -0.972 1.010 1.101
C 0.712 -0.364 1.097
C -0.072 -0.740 -1.829
N 0.797 0.293 2.220
N -0.356 0.083 0.376
N 1.234 -0.545 -1.667
N -0.853 -0.524 -0.750
S -0.804 -1.112 -3.221
H -0.445 1.655 3.140
H -1.972 1.306 0.849
H 1.312 -1.066 0.634
H 1.592 -0.095 -0.809
H 1.925 -0.714 -2.394
H -1.882 -0.376 -0.956

***

--- x ---
15
Properties=species:S:1:pos:R:3 method="wB97M-V/def2-TZVPD" smiles="Cn1cn[nH]c1=S.C#N" total_charge=0 homo_ev=-7.62 gap_ev=8.44
C -0.382 -0.202 -1.781
C -0.326 0.009 0.410
C 1.849 -2.001 2.411
C -0.776 2.104 -0.858
N -0.153 -1.394 -1.346
N -0.140 -1.278 0.003
N 1.587 -0.957 2.789
N -0.502 0.701 -0.771
S -0.344 0.604 1.934
H -0.467 0.050 -2.818
H 2.095 -2.964 2.049
H 0.096 -2.058 0.595
H -0.707 2.422 -1.896
H -1.776 2.315 -0.472
H -0.054 2.650 -0.248

***

w wins, 3.5 kcal/mol ahead of the next structure.

***

--- w ---
49
Properties=species:S:1:pos:R:3 method="wB97M-V/def2-TZVPD" smiles="O=C(CN(C(=O)[C@@H]1CSC(=O)C1)c1cccc(F)c1)NCc1ccc2c(c1)OCO2" total_charge=0 homo_ev=-8.22 gap_ev=8.64
O 0.652 1.933 -0.888
C 0.526 1.004 -0.116
N 1.060 -0.212 -0.297
H 0.882 -0.936 0.388
C 1.913 -0.530 -1.427
C 3.351 -0.658 -0.993
C 3.970 -1.895 -0.931
C 5.292 -2.035 -0.511
C 5.956 -0.890 -0.149
C 5.335 0.360 -0.199
C 4.036 0.503 -0.617
H 3.560 1.468 -0.660
O 6.217 1.321 0.214
C 7.418 0.643 0.513
O 7.242 -0.740 0.296
H 7.689 0.820 1.566
H 8.225 1.019 -0.137
H 5.774 -2.997 -0.469
H 3.423 -2.778 -1.223
H 1.806 0.293 -2.139
H 1.567 -1.459 -1.886
C -0.324 1.115 1.162
N -1.647 0.535 0.962
C -1.771 -0.810 1.027
O -0.830 -1.525 1.328
C -3.114 -1.391 0.601
C -3.137 -1.526 -0.921
C -4.220 -2.518 -1.291
O -4.780 -2.595 -2.344
S -4.546 -3.592 0.075
C -3.299 -2.801 1.146
H -3.663 -2.816 2.170
H -2.368 -3.366 1.084
H -3.317 -0.580 -1.432
H -2.188 -1.937 -1.281
H -3.943 -0.757 0.918
C -2.694 1.437 0.640
C -2.612 2.199 -0.519
C -3.635 3.088 -0.795
C -4.727 3.241 0.040
C -4.782 2.489 1.201
C -3.770 1.597 1.508
H -3.802 1.032 2.428
H -5.615 2.607 1.876
H -5.505 3.942 -0.216
F -3.566 3.823 -1.917
H -1.764 2.125 -1.182
H 0.165 0.584 1.983
H -0.443 2.169 1.414

***

--- x ---
49
Properties=species:S:1:pos:R:3 method="wB97M-V/def2-TZVPD" smiles="COC(=O)c1cc(=O)n(Cc2ccc(OC)c(OC)c2)/c(=N/c2ccc(F)cc2)s1" total_charge=0 homo_ev=-8.09 gap_ev=7.51
C 5.988 -1.964 -1.935
H 5.620 -2.894 -2.361
H 6.328 -1.287 -2.722
H 6.817 -2.153 -1.251
O 4.894 -1.391 -1.233
C 5.125 -0.229 -0.625
O 6.176 0.354 -0.631
C 3.901 0.263 0.073
C 3.920 1.427 0.740
C 2.775 2.060 1.384
O 2.823 3.201 1.795
N 1.609 1.316 1.504
C 1.386 0.024 1.122
N 0.388 -0.593 1.571
C -0.156 -1.775 1.135
C -0.490 -1.962 -0.208
C -1.148 -3.107 -0.610
C -1.463 -4.065 0.336
C -1.148 -3.902 1.674
C -0.504 -2.749 2.073
H -0.251 -2.592 3.109
H -1.416 -4.668 2.384
F -2.103 -5.189 -0.056
H -1.418 -3.263 -1.643
H -0.254 -1.188 -0.923
S 2.518 -0.767 -0.063
C 0.445 1.977 2.110
C -0.701 1.957 1.137
C -1.843 1.217 1.394
C -2.874 1.101 0.468
C -2.761 1.776 -0.763
C -1.612 2.517 -1.012
C -0.591 2.605 -0.082
H 0.290 3.186 -0.312
H -1.503 3.042 -1.947
O -3.798 1.678 -1.656
C -3.693 2.341 -2.892
H -4.619 2.115 -3.419
H -3.607 3.425 -2.763
H -2.845 1.974 -3.479
O -3.915 0.331 0.890
C -4.842 -0.204 -0.029
H -5.430 -0.920 0.547
H -4.339 -0.725 -0.847
H -5.501 0.564 -0.439
H -1.958 0.688 2.325
H 0.178 1.452 3.029
H 0.763 2.997 2.338
H 4.838 1.997 0.765

***

w wins, 40.8 kcal/mol ahead of the next structure.